{"formula": "C13H17N3OS", "method": "the ωB97M-V functional and the def2-TZVPD basis", "homo_lumo_gap_ev": 8.8, "smiles": "NC(=O)[C@@H]1CCCN(C(=S)Nc2ccccc2)C1", "total_charge": 0, "homo_energy_ev": -8.2, "spin_multiplicity": 1, "elements": ["N", "C", "O", "C", "C", "C", "C", "N", "C", "S", "N", "C", "C", "C", "C", "C", "C", "H", "H", "H", "H", "H", "H", "C", "H", "H", "H", "H", "H", "H", "H", "H", "H", "H", "H"], "coordinates": [[4.49612, 0.48242, -1.08706], [3.60049, 1.40430, -0.66694], [3.84877, 2.58772, -0.67114], [2.28779, 0.85606, -0.11593], [2.49214, 0.35139, 1.31682], [1.14789, -0.09363, 1.88517], [0.50101, -1.12677, 0.96591], [0.38631, -0.61974, -0.38981], [-0.64426, -0.94868, -1.20583], [-0.47003, -1.16492, -2.83860], [-1.88095, -1.15523, -0.65972], [-2.48524, -0.47575, 0.40393], [-3.59395, -1.05312, 1.01951], [-4.22299, -0.40482, 2.06485], [-3.76021, 0.82409, 2.50590], [-2.67354, 1.41108, 1.87958], [-2.03942, 0.77275, 0.83071], [-1.21433, 1.24554, 0.32136], [-2.32301, 2.38057, 2.20125], [-4.25147, 1.32683, 3.32459], [-5.07932, -0.86216, 2.53740], [-3.95548, -2.00977, 0.67127], [-2.51574, -1.62891, -1.28961], [1.66292, -0.25293, -0.96450], [1.49552, 0.08866, -1.98769], [2.31114, -1.14006, -0.99730], [-0.48078, -1.40755, 1.34403], [1.13047, -2.02977, 0.94352], [1.28048, -0.53454, 2.87399], [0.48737, 0.76803, 1.98576], [2.91903, 1.14492, 1.93123], [3.19126, -0.48878, 1.31437], [1.59545, 1.70356, -0.08786], [4.27711, -0.49252, -1.17440], [5.36250, 0.81290, -1.47928]], "forces_ev_per_angstrom": [[0.4, -0.3, -0.2], [-0.5, -0.2, 0.2], [0.0, 0.4, 0.0], [0.2, -0.1, 0.1], [-0.2, 0.2, 0.1], [0.2, -0.2, -0.1], [-0.2, 0.0, 0.6], [-0.2, 0.0, 0.0], [0.1, -0.2, -0.4], [-0.1, -0.1, -0.5], [-0.1, -0.4, 0.1], [-0.2, 0.3, 0.4], [0.1, 0.0, -0.1], [0.0, 0.1, 0.0], [-0.1, 0.1, 0.1], [0.0, 0.0, 0.1], [0.0, -0.1, -0.2], [0.1, 0.0, 0.0], [0.0, 0.1, 0.0], [0.0, 0.0, 0.1], [-0.1, 0.0, 0.0], [0.0, -0.1, 0.0], [0.2, 0.1, 0.0], [0.1, 0.4, -0.2], [0.1, -0.1, 0.2], [0.0, 0.0, -0.1], [0.1, 0.0, -0.1], [-0.1, 0.0, 0.0], [0.0, 0.0, 0.0], [0.0, 0.0, 0.0], [0.1, 0.0, 0.0], [0.1, 0.0, 0.0], [0.1, 0.0, -0.1], [0.0, 0.0, 0.0], [0.0, 0.0, 0.0]]}